No. 1
C83H187F2NO5P5S2 | the ωB97M-V functional and the def2-TZVPD basis

Last column: Löwdin charge in e.
Geometry (Å):
C: 1.179 -0.059 -2.240  -0.06
C: 0.173 0.736 -1.372  -0.64
C: 0.745 0.929 0.030  -0.08
O: -0.379 1.874 -1.901  -0.28
H: 0.667 -0.536 -3.087  0.04
H: 1.701 -0.884 -1.748  0.07
H: 1.894 0.656 -2.658  0.05
H: -0.662 0.015 -1.253  0.08
H: -0.007 1.155 0.796  0.03
H: 1.537 1.665 0.190  0.06
H: 1.135 0.015 0.504  0.07
C: -1.256 3.308 -7.703  -0.09
C: -2.158 3.494 -6.455  -0.25
C: -1.459 2.988 -5.192  -0.24
C: -2.291 3.241 -3.937  -0.26
P: -3.523 1.948 -3.553  1.09
C: -4.032 2.230 -1.783  -0.22
C: -4.979 1.194 -1.132  -0.24
C: -6.200 1.787 -0.434  -0.25
C: -5.921 2.437 0.931  -0.10
C: -5.028 2.236 -4.583  -0.27
C: -6.402 1.757 -4.161  -0.26
C: -7.454 2.043 -5.216  -0.25
C: -7.365 1.166 -6.478  -0.10
C: -2.966 0.202 -3.874  -0.23
C: -3.952 -0.987 -3.780  -0.23
C: -3.190 -2.266 -4.047  -0.26
C: -2.453 -2.841 -2.832  -0.10
H: -0.261 3.710 -7.512  0.07
H: -1.708 3.885 -8.509  0.08
H: -1.189 2.262 -7.999  0.06
H: -3.083 2.933 -6.594  0.09
H: -2.376 4.561 -6.392  0.11
H: -0.423 3.323 -5.085  0.11
H: -1.191 1.940 -5.375  0.09
H: -2.822 4.191 -3.862  0.09
H: -1.625 3.171 -3.068  0.04
H: -4.591 3.168 -1.841  0.10
H: -3.027 2.377 -1.374  0.06
H: -4.498 0.515 -0.421  0.10
H: -5.330 0.509 -1.906  0.06
H: -6.900 0.971 -0.239  0.10
H: -6.672 2.475 -1.139  0.10
H: -5.700 3.505 0.939  0.08
H: -5.217 1.808 1.475  0.06
H: -6.860 2.455 1.493  0.07
H: -4.810 1.753 -5.544  0.08
H: -5.101 3.280 -4.905  0.11
H: -6.756 2.293 -3.274  0.10
H: -6.349 0.707 -3.861  0.10
H: -7.522 3.091 -5.502  0.12
H: -8.381 1.685 -4.761  0.11
H: -6.414 1.166 -7.017  0.06
H: -8.133 1.525 -7.162  0.08
H: -7.531 0.118 -6.221  0.08
H: -2.090 0.101 -3.223  0.08
H: -2.546 0.164 -4.884  0.09
H: -4.695 -0.822 -4.560  0.11
H: -4.364 -1.017 -2.770  0.09
H: -2.368 -2.051 -4.740  0.11
H: -3.860 -3.036 -4.428  0.12
H: -3.219 -3.128 -2.103  0.08
H: -1.678 -2.188 -2.434  0.05
H: -2.059 -3.806 -3.160  0.07
C: 8.429 0.142 7.627  -0.09
C: 7.944 -1.277 7.311  -0.24
C: 6.410 -1.418 7.592  -0.24
C: 5.584 -0.512 6.693  -0.26
P: 4.048 -1.221 5.981  1.08
C: 2.556 -0.087 6.008  -0.22
C: 1.252 -0.652 5.456  -0.25
C: 0.077 0.282 5.370  -0.26
C: 0.205 1.503 4.421  -0.08
C: 4.247 -1.986 4.304  -0.26
C: 4.855 -3.393 4.250  -0.23
C: 4.927 -3.891 2.806  -0.24
C: 6.186 -3.355 2.108  -0.10
C: 3.517 -2.598 7.050  -0.30
C: 3.425 -2.301 8.547  -0.24
C: 2.402 -3.051 9.408  -0.25
C: 2.282 -4.518 9.092  -0.10
H: 7.748 0.918 7.280  0.06
H: 9.383 0.316 7.126  0.08
H: 8.625 0.216 8.696  0.08
H: 8.486 -1.988 7.932  0.11
H: 8.084 -1.578 6.270  0.10
H: 6.317 -1.176 8.650  0.11
H: 6.190 -2.470 7.403  0.10
H: 6.134 -0.122 5.832  0.07
H: 5.246 0.407 7.182  0.11
H: 3.022 0.584 5.273  0.05
H: 2.407 0.518 6.901  0.12
H: 0.938 -1.487 6.096  0.10
H: 1.401 -1.120 4.478  0.11
H: -0.258 0.656 6.344  0.11
H: -0.867 -0.195 5.079  0.08
H: 0.047 1.233 3.373  0.06
H: 1.237 1.848 4.325  0.05
H: -0.412 2.333 4.757  0.08
H: 4.857 -1.237 3.798  0.06
H: 3.267 -1.906 3.831  0.08
H: 4.262 -4.045 4.892  0.09
H: 5.843 -3.270 4.698  0.11
H: 4.062 -3.573 2.225  0.10
H: 5.030 -4.978 2.793  0.11
H: 5.848 -2.399 1.700  0.07
H: 6.722 -4.048 1.463  0.07
H: 6.989 -3.068 2.796  0.07
H: 4.046 -3.533 6.841  0.08
H: 2.554 -2.916 6.626  0.09
H: 3.235 -1.223 8.618  0.10
H: 4.383 -2.387 9.061  0.10
H: 1.510 -2.419 9.371  0.09
H: 2.782 -2.911 10.423  0.11
H: 3.246 -5.003 8.916  0.08
H: 1.784 -4.661 8.125  0.06
H: 1.732 -5.121 9.811  0.08
C: 1.482 -5.708 -2.162  -0.11
C: 1.158 -4.238 -2.120  -0.25
C: 1.531 -3.508 -3.431  -0.22
C: 3.073 -3.601 -3.630  -0.23
P: 3.735 -3.412 -5.353  1.06
C: 2.594 -2.390 -6.372  -0.26
C: 2.370 -0.992 -5.766  -0.24
C: 1.295 -0.147 -6.429  -0.25
C: 1.729 0.450 -7.762  -0.09
C: 5.326 -2.476 -5.239  -0.25
C: 5.899 -1.949 -6.567  -0.25
C: 7.117 -1.100 -6.291  -0.26
C: 6.764 0.284 -5.752  -0.11
C: 3.941 -5.013 -6.260  -0.25
C: 2.914 -6.109 -6.026  -0.24
C: 1.557 -5.975 -6.735  -0.24
C: 1.675 -5.555 -8.229  -0.08
H: 1.217 -6.159 -3.120  0.07
H: 0.897 -6.230 -1.397  0.08
H: 2.486 -6.023 -1.876  0.08
H: 1.685 -3.822 -1.255  0.11
H: 0.120 -3.922 -1.995  0.08
H: 1.236 -2.465 -3.355  0.06
H: 1.117 -4.025 -4.298  0.09
H: 3.592 -4.473 -3.233  0.09
H: 3.549 -2.746 -3.140  0.09
H: 1.673 -2.981 -6.322  0.08
H: 2.993 -2.422 -7.386  0.10
H: 3.298 -0.429 -5.912  0.10
H: 2.186 -1.120 -4.699  0.07
H: 0.991 0.663 -5.766  0.10
H: 0.444 -0.817 -6.602  0.11
H: 1.929 -0.266 -8.562  0.08
H: 2.711 0.930 -7.655  0.08
H: 1.114 1.263 -8.145  0.06
H: 6.005 -3.284 -4.933  0.10
H: 5.371 -1.766 -4.416  0.10
H: 5.130 -1.430 -7.148  0.10
H: 6.242 -2.690 -7.296  0.12
H: 7.728 -1.053 -7.191  0.12
H: 7.747 -1.518 -5.499  0.12
H: 6.082 0.855 -6.391  0.07
H: 7.661 0.903 -5.693  0.08
H: 6.284 0.314 -4.771  0.06
H: 4.879 -5.338 -5.787  0.10
H: 4.250 -4.894 -7.297  0.10
H: 2.669 -6.399 -5.001  0.10
H: 3.397 -7.009 -6.421  0.12
H: 0.974 -5.257 -6.151  0.08
H: 1.080 -6.953 -6.743  0.11
H: 0.661 -5.253 -8.491  0.08
H: 1.989 -6.422 -8.806  0.08
H: 2.366 -4.740 -8.430  0.05
C: 3.334 3.624 -3.565  -0.08
C: 3.040 3.023 -2.167  -0.24
C: 3.380 4.028 -1.048  -0.20
C: 2.721 5.392 -1.126  -0.24
P: 0.957 5.656 -0.648  1.05
C: 0.448 4.588 0.727  -0.24
C: -0.878 4.918 1.443  -0.22
C: -2.177 4.353 0.893  -0.24
C: -2.398 2.889 1.312  -0.09
C: 0.534 7.375 -0.257  -0.24
C: 1.362 8.433 -1.037  -0.26
C: 2.002 9.477 -0.174  -0.28
C: 2.750 10.576 -0.912  -0.10
C: -0.129 5.158 -2.058  -0.24
C: 0.119 6.066 -3.294  -0.24
C: -1.047 6.981 -3.617  -0.26
C: -0.879 7.783 -4.918  -0.09
H: 2.881 3.001 -4.343  0.06
H: 4.407 3.561 -3.742  0.08
H: 2.839 4.585 -3.689  0.05
H: 3.618 2.101 -2.064  0.11
H: 2.041 2.579 -2.247  0.06
H: 4.464 4.120 -1.010  0.13
H: 3.095 3.574 -0.095  0.09
H: 2.637 5.842 -2.119  0.06
H: 3.252 6.161 -0.556  0.11
H: 1.293 4.384 1.387  0.10
H: 0.301 3.637 0.188  0.07
H: -0.984 6.010 1.446  0.09
H: -0.829 4.709 2.512  0.12
H: -2.417 4.502 -0.161  0.09
H: -2.935 4.967 1.392  0.11
H: -1.644 2.184 0.950  0.05
H: -3.352 2.649 0.837  0.02
H: -2.346 2.696 2.384  0.08
H: 0.778 7.471 0.806  0.10
H: -0.546 7.448 -0.371  0.10
H: 0.796 8.904 -1.845  0.11
H: 2.148 7.936 -1.622  0.09
H: 2.589 9.158 0.688  0.12
H: 1.113 9.988 0.229  0.12
H: 2.136 11.073 -1.670  0.08
H: 3.574 10.179 -1.511  0.08
H: 3.026 11.353 -0.204  0.08
H: -1.159 5.131 -1.712  0.08
H: 0.285 4.140 -2.082  0.06
H: 0.213 5.388 -4.153  0.10
H: 1.135 6.462 -3.268  0.09
H: -1.145 7.788 -2.885  0.10
H: -1.932 6.347 -3.659  0.09
H: -0.895 7.100 -5.768  0.07
H: 0.053 8.351 -4.878  0.08
H: -1.628 8.568 -5.020  0.08
C: -8.059 -2.364 0.436  -0.09
C: -7.675 -1.933 1.848  -0.25
C: -6.169 -2.047 2.182  -0.24
C: -5.870 -1.832 3.684  -0.26
P: -4.552 -2.767 4.472  1.03
C: -4.434 -2.176 6.208  -0.24
C: -3.343 -2.894 7.031  -0.25
C: -2.698 -2.107 8.194  -0.26
C: -1.603 -2.847 8.936  -0.11
C: -4.933 -4.555 4.409  -0.25
C: -5.915 -5.216 5.411  -0.22
C: -7.393 -4.836 5.232  -0.28
C: -8.425 -5.841 5.758  -0.09
C: -2.974 -2.546 3.583  -0.26
C: -2.754 -3.466 2.383  -0.26
C: -1.555 -3.112 1.489  -0.22
C: -1.716 -1.695 0.920  -0.10
H: -7.729 -3.322 0.040  0.08
H: -7.781 -1.586 -0.280  0.06
H: -9.151 -2.366 0.423  0.08
H: -8.150 -2.576 2.595  0.10
H: -7.889 -0.894 2.099  0.12
H: -5.662 -1.227 1.665  0.10
H: -5.739 -2.956 1.757  0.09
H: -6.686 -2.046 4.383  0.09
H: -5.518 -0.803 3.791  0.10
H: -5.424 -2.316 6.644  0.10
H: -4.200 -1.109 6.267  0.10
H: -2.473 -3.158 6.419  0.10
H: -3.751 -3.807 7.467  0.11
H: -3.510 -2.008 8.922  0.12
H: -2.381 -1.120 7.854  0.11
H: -0.697 -2.989 8.324  0.05
H: -1.856 -3.849 9.273  0.09
H: -1.130 -2.187 9.665  0.08
H: -4.036 -5.178 4.451  0.10
H: -5.274 -4.761 3.388  0.10
H: -5.631 -4.986 6.441  0.10
H: -5.782 -6.296 5.341  0.12
H: -7.578 -4.611 4.178  0.10
H: -7.649 -3.921 5.782  0.10
H: -8.332 -6.152 6.796  0.08
H: -8.314 -6.751 5.165  0.08
H: -9.342 -5.280 5.588  0.08
H: -2.137 -2.573 4.291  0.09
H: -2.900 -1.488 3.298  0.10
H: -3.679 -3.418 1.802  0.09
H: -2.574 -4.490 2.716  0.11
H: -1.580 -3.783 0.633  0.11
H: -0.697 -3.165 2.160  0.11
H: -2.781 -1.462 0.854  0.07
H: -1.192 -1.612 -0.031  0.05
H: -1.235 -0.921 1.523  0.07
N: 5.007 1.181 4.010  -0.28
S: 5.201 2.680 4.383  0.46
O: 4.121 3.152 5.200  -0.28
O: 5.913 3.591 3.511  -0.25
F: 6.334 2.431 5.524  -0.21
S: 4.175 1.493 2.597  0.51
O: 5.010 1.761 1.457  -0.27
O: 2.903 2.189 2.663  -0.30
F: 3.697 0.007 2.321  -0.20

Summary:
Highest occupied orbital energy   -11.94 eV
Charge   +3

No. 2
C37H28AuN3O7P2 | the ωB97M-V functional and the def2-TZVPD basis

Last column: Löwdin charge in e.
Geometry (Å):
Au: -0.977 0.535 -0.222  1.27
C: -2.413 -1.392 1.529  -0.22
P: -1.423 -1.707 0.007  1.03
C: -0.328 -3.013 0.588  -0.32
C: -0.717 -4.345 0.438  -0.08
C: 0.005 -5.339 1.078  -0.07
C: 1.099 -5.011 1.868  -0.06
C: 1.474 -3.686 2.026  -0.05
C: 0.758 -2.682 1.392  -0.09
C: -2.398 -2.274 -1.384  -0.36
C: -1.823 -3.096 -2.353  -0.09
C: -2.519 -3.387 -3.514  -0.06
C: -3.780 -2.845 -3.720  -0.06
C: -4.349 -2.015 -2.765  -0.06
C: -3.656 -1.718 -1.605  -0.09
C: -1.405 -0.662 2.365  -0.41
C: -0.946 -0.795 3.649  -0.05
C: 0.144 0.099 3.784  -0.06
C: 0.344 0.734 2.572  -0.35
C: 1.239 1.883 2.231  -0.29
P: 2.743 1.823 1.121  1.08
C: 2.281 0.764 -0.309  -0.39
C: 1.745 1.395 -1.436  -0.14
C: 1.424 0.672 -2.577  -0.09
C: 1.642 -0.699 -2.610  -0.08
C: 2.199 -1.335 -1.509  -0.09
C: 2.524 -0.607 -0.373  -0.12
C: 3.937 0.713 1.957  -0.40
C: 5.194 0.607 1.356  -0.12
C: 6.165 -0.232 1.875  -0.09
C: 5.905 -0.970 3.023  -0.09
C: 4.671 -0.856 3.644  -0.09
C: 3.693 -0.022 3.113  -0.09
N: -0.605 0.259 1.711  -0.12
H: -2.744 -2.320 1.995  0.11
H: -3.283 -0.780 1.280  0.08
H: -1.575 -4.607 -0.168  0.10
H: -0.292 -6.373 0.960  0.11
H: 1.652 -5.793 2.372  0.11
H: 2.317 -3.423 2.653  0.11
H: 1.031 -1.647 1.538  0.08
H: -0.830 -3.502 -2.204  0.11
H: -2.075 -4.031 -4.261  0.11
H: -4.315 -3.057 -4.637  0.11
H: -5.327 -1.585 -2.931  0.11
H: -4.098 -1.050 -0.876  0.11
H: -1.361 -1.436 4.411  0.10
H: 0.690 0.304 4.692  0.10
H: 1.631 2.303 3.161  0.09
H: 0.623 2.671 1.791  0.04
H: 1.585 2.468 -1.419  0.10
H: 0.993 1.175 -3.431  0.10
H: 1.393 -1.263 -3.500  0.11
H: 2.396 -2.401 -1.537  0.11
H: 2.998 -1.106 0.463  0.10
H: 5.408 1.190 0.467  0.10
H: 7.131 -0.305 1.390  0.10
H: 6.663 -1.625 3.433  0.10
H: 4.463 -1.419 4.546  0.10
H: 2.736 0.041 3.602  0.07
O: -1.099 1.647 -4.003  0.09
C: -1.425 1.714 -2.842  -0.57
O: -1.621 0.624 -2.110  -0.21
C: -1.772 3.039 -2.216  -0.05
C: -2.405 3.954 -3.031  0.08
C: -2.814 5.169 -2.510  -0.13
C: -2.602 5.496 -1.190  0.08
C: -1.942 4.596 -0.376  -0.04
C: -1.481 3.346 -0.862  -0.26
O: -0.769 2.555 -0.108  -0.20
N: -1.761 5.009 1.029  -0.33
O: -1.128 4.295 1.777  0.09
O: -2.282 6.057 1.364  0.07
N: -3.504 6.130 -3.378  -0.36
O: -3.902 7.162 -2.875  0.08
O: -3.639 5.831 -4.548  0.08
H: -2.572 3.718 -4.072  0.14
H: -2.939 6.438 -0.789  0.13

Summary:
Energy above the lowest of the compared OMol25 structures with the same formula, charge and spin   0.1594 eV
Highest occupied orbital energy   -8.03 eV